Record 1
The following is a quantum chemistry calculation of C4H7NO2 as an isolated structure, from OMol25.

Values from the calculation:
DFT total energy (eV): -9844.455
Relative energy (zero: lowest compared OMol25 entry of this formula, charge and spin) (kcal/mol): 65.13
HOMO energy (eV): -10.3

```
! RIJCOSX wB97M-V def2-TZVPD def2/J DEFGRID3
* xyz 0 1
C -1.57 -0.79 0.02
C -0.28 -0.41 -0.73
C 0.26 1.04 -0.58
N 1.42 -0.02 1.75
C 1.51 -0.16 0.50
O 1.86 0.82 -0.36
O 0.83 -1.14 -0.18
H -1.48 -0.57 1.09
H -1.74 -1.88 -0.08
H -2.45 -0.28 -0.39
H -0.41 -0.65 -1.79
H -0.27 1.59 0.24
H 0.42 1.61 -1.46
H 1.91 0.84 1.98
*
```


Record 2
The following is a quantum chemistry calculation of C3HFO2Ru as an isolated structure, from OMol25.

Values from the calculation:
DFT total energy (eV): -12491.449
⟨S²⟩: 12.01
Relative energy (zero: lowest compared OMol25 entry of this formula, charge and spin) (kcal/mol): 24.76
HOMO energy (spin up / spin down) (eV): -18.4 / -20.7

```
! RIJCOSX wB97M-V def2-TZVPD def2/J DEFGRID3
* xyz 2 7
F -0.20 0.37 1.27
O -0.05 -1.18 -0.28
O 1.86 -0.17 0.49
C -1.01 -0.50 -0.82
C -1.92 0.27 -1.05
C 0.69 -0.59 0.78
H -2.63 1.00 -1.39
Ru 3.26 0.80 1.01
*
```


Record 3
The following is a quantum chemistry calculation of C8H35O17Sr2 as an isolated structure, from OMol25.

Values from the calculation:
DFT total energy (eV): -45344.846
HOMO energy (eV): -12.3

```
! RIJCOSX wB97M-V def2-TZVPD def2/J DEFGRID3
* xyz 1 1
Sr 17.59 2.36 -17.91
Sr 13.62 2.79 -18.67
C 15.15 3.26 -14.23
C 14.60 2.84 -15.63
O 13.40 3.09 -15.94
O 15.36 2.34 -16.49
H 14.24 3.26 -13.62
H 15.55 4.27 -14.21
H 15.81 2.52 -13.76
C 15.85 -0.52 -20.75
C 16.41 0.36 -19.69
O 15.68 1.25 -19.23
O 17.56 0.17 -19.27
H 16.24 -0.18 -21.71
H 14.76 -0.43 -20.77
H 16.12 -1.49 -20.33
C 16.25 6.56 -19.28
C 15.35 5.30 -18.86
O 15.85 4.15 -18.68
O 14.11 5.48 -18.72
H 16.98 6.80 -18.50
H 15.67 7.45 -19.51
H 16.83 6.37 -20.18
C 16.70 7.48 -23.32
O 17.26 8.78 -23.24
H 15.71 7.55 -23.77
H 17.41 6.81 -23.80
H 16.54 7.07 -22.32
H 18.07 8.68 -22.74
C 16.95 4.48 -22.15
O 16.91 3.12 -21.89
H 16.19 4.97 -21.54
H 17.85 5.07 -22.05
H 16.56 4.66 -23.15
H 15.98 2.93 -21.72
O 19.07 9.11 -18.78
H 19.48 9.94 -19.02
H 18.35 9.35 -18.20
O 18.27 4.19 -16.37
H 18.70 4.16 -15.52
H 18.08 5.12 -16.51
O 13.92 6.26 -21.52
H 13.40 6.68 -20.84
H 13.77 5.33 -21.39
O 17.06 6.99 -15.50
H 17.05 7.48 -14.68
H 16.15 6.73 -15.64
O 19.17 6.73 -17.16
H 19.16 7.46 -17.79
H 18.57 7.00 -16.47
O 16.90 9.51 -16.90
H 16.91 8.71 -16.38
H 16.08 9.94 -16.66
O 14.30 6.80 -16.05
H 14.11 6.52 -16.95
H 13.66 6.33 -15.51
O 12.22 7.51 -19.59
H 12.50 8.35 -19.21
H 12.88 6.88 -19.28
O 14.65 9.54 -21.10
H 14.54 9.84 -22.00
H 15.30 8.84 -21.16
*
```


Record 4
The following is a quantum chemistry calculation of a 9-piece molecular cluster, C16H43BFN18O13 overall, from OMol25.

Values from the calculation:
DFT total energy (eV): -74130.065
HOMO energy (eV): -11.2

```
! RIJCOSX wB97M-V def2-TZVPD def2/J DEFGRID3
* xyz 1 1
N 3.58 -1.23 -1.40
C 2.64 -0.21 -1.38
C 1.77 -0.06 -2.46
C 0.81 0.92 -2.46
C -0.11 1.04 -3.65
O 0.28 0.71 -4.73
O -1.34 1.47 -3.40
C 0.72 1.77 -1.35
O -0.23 2.76 -1.28
B -1.33 2.43 -0.49
O -1.83 1.15 -0.53
O -1.95 3.38 0.29
C 1.59 1.61 -0.32
N 2.55 0.64 -0.34
C 3.47 0.58 0.81
C 4.47 1.70 0.74
F 3.85 2.92 0.93
H 3.24 -1.95 -2.02
H 3.69 -1.68 -0.50
H 1.82 -0.73 -3.31
H -1.42 2.38 -3.78
H -1.81 0.71 0.33
H -1.64 3.39 1.20
H 1.56 2.26 0.54
H 2.91 0.57 1.74
H 4.04 -0.35 0.80
H 4.92 1.71 -0.25
H 5.23 1.59 1.51
C 0.94 -2.64 1.75
O 1.64 -3.09 0.84
N 0.35 -3.41 2.70
N 0.70 -1.31 1.85
H -0.23 -3.03 3.43
H 0.50 -4.40 2.66
H 1.13 -0.73 1.15
H 0.14 -0.88 2.56
C 2.87 -6.94 1.36
O 2.74 -7.00 2.57
N 3.65 -7.81 0.66
N 2.25 -5.98 0.62
H 3.77 -7.78 -0.34
H 4.12 -8.53 1.18
H 1.69 -5.31 1.10
H 2.33 -5.89 -0.38
C -5.59 4.06 -1.66
O -6.65 3.81 -2.20
N -4.45 3.34 -1.91
N -5.44 5.08 -0.75
H -3.57 3.53 -1.47
H -4.52 2.58 -2.56
H -6.25 5.63 -0.54
H -4.57 5.29 -0.30
C -2.14 3.70 -6.09
O -1.99 3.62 -4.87
N -1.53 2.82 -6.94
N -2.91 4.64 -6.65
H -1.63 2.85 -7.94
H -0.96 2.10 -6.53
H -3.37 5.29 -6.05
H -3.06 4.73 -7.64
C 3.41 -0.11 4.77
O 2.95 0.40 3.74
N 4.28 -1.14 4.76
N 3.05 0.34 6.00
H 4.66 -1.56 5.60
H 4.57 -1.49 3.86
H 2.40 1.11 6.05
H 3.41 -0.05 6.85
C -3.41 -3.89 1.43
O -3.15 -2.88 2.06
N -2.44 -4.61 0.79
N -4.68 -4.38 1.31
H -2.60 -5.44 0.26
H -1.50 -4.25 0.87
H -5.41 -3.87 1.77
H -4.91 -5.21 0.80
C 5.49 -3.32 7.89
O 5.50 -2.76 6.80
N 4.38 -3.36 8.68
N 6.59 -3.95 8.39
H 4.36 -3.82 9.57
H 3.56 -2.92 8.34
H 7.42 -3.94 7.82
H 6.61 -4.42 9.27
C -6.51 5.89 -6.70
O -5.35 5.69 -7.03
N -6.98 5.59 -5.46
N -7.43 6.41 -7.57
H -7.93 5.74 -5.17
H -6.33 5.20 -4.80
H -7.12 6.63 -8.49
H -8.39 6.58 -7.32
*
```


Record 5
The following is a quantum chemistry calculation of one molecule with the formula C12H16Si, from OMol25.

Values from the calculation:
SMILES string: C/C=[Si](/C=C\c1ccccc1)CC
DFT total energy (eV): -20577.510
Relative energy (zero: lowest compared OMol25 entry of this formula, charge and spin) (kcal/mol): 101.71
HOMO energy (spin up / spin down) (eV): -7.4 / -7.4

```
! RIJCOSX wB97M-V def2-TZVPD def2/J DEFGRID3
* xyz 0 1
C 4.64 1.12 0.06
C 3.21 1.53 -0.43
Si 1.71 0.65 -0.32
C 0.16 1.69 -0.61
C -1.14 1.74 -0.17
C -2.15 0.73 0.00
C -1.85 -0.59 -0.29
C -2.87 -1.58 -0.01
C -4.14 -1.24 0.46
C -4.49 0.12 0.40
C -3.54 1.11 0.16
C 1.69 -1.14 0.66
C 1.52 -2.34 -0.26
H 5.28 1.97 0.28
H 4.49 0.63 0.97
H 5.26 0.67 -0.72
H 3.30 2.49 -1.00
H 0.65 2.67 -0.81
H -1.55 2.78 -0.09
H -1.02 -0.90 -0.86
H -2.62 -2.60 -0.19
H -4.90 -1.92 0.76
H -5.50 0.56 0.61
H -3.80 2.17 0.14
H 2.64 -1.14 1.27
H 0.68 -1.15 1.29
H 2.23 -2.46 -0.99
H 1.59 -3.18 0.41
H 0.53 -2.38 -0.68
*
```


Record 6
The following is a quantum chemistry calculation of a 8-piece molecular cluster, C41H74O14 overall, from OMol25.

Values from the calculation:
SMILES string: CCOCCOCC1=C(CCOC(C)=O)C(=O)OC1=O.C1CCOC1.C1CCOC1.C1CCOC1.C1CCOC1.C1CCOC1.C1CCOC1.C1CCOC1
DFT total energy (eV): -72377.412
HOMO energy (eV): -9.1

```
! RIJCOSX wB97M-V def2-TZVPD def2/J DEFGRID3
* xyz 0 1
C 3.86 -0.45 -1.13
C 3.14 -0.70 -2.46
O 2.62 0.47 -3.06
C 3.62 1.40 -3.43
C 3.04 2.79 -3.30
O 2.53 3.01 -2.01
C 1.20 3.44 -1.96
C 0.35 2.46 -1.24
C -0.98 2.32 -1.27
C -1.98 3.23 -1.89
C -2.16 3.12 -3.41
O -3.49 2.76 -3.77
C -3.88 1.54 -3.26
C -3.41 0.32 -4.01
O -4.58 1.47 -2.25
C -1.24 1.00 -0.66
O -2.08 0.22 -1.04
O -0.20 0.63 0.19
C 0.78 1.57 -0.16
O 1.68 1.80 0.59
H 3.50 -1.11 -0.35
H 3.72 0.59 -0.87
H 4.93 -0.60 -1.25
H 3.78 -1.26 -3.14
H 2.28 -1.33 -2.27
H 4.53 1.28 -2.86
H 3.87 1.24 -4.48
H 2.30 2.90 -4.09
H 3.83 3.51 -3.52
H 1.10 4.44 -1.54
H 0.80 3.45 -2.97
H -2.92 3.14 -1.37
H -1.63 4.23 -1.65
H -2.02 4.08 -3.87
H -1.43 2.42 -3.83
H -2.77 -0.23 -3.33
H -2.89 0.58 -4.92
H -4.28 -0.29 -4.21
C -3.55 2.86 3.20
C -2.14 2.37 3.51
C -1.32 3.09 2.45
O -2.00 4.32 2.17
C -3.30 4.30 2.78
H -4.24 2.77 4.04
H -3.96 2.28 2.36
H -1.84 2.71 4.51
H -2.02 1.29 3.48
H -1.28 2.51 1.52
H -0.30 3.30 2.77
H -3.29 4.97 3.64
H -4.03 4.66 2.06
C -6.78 0.04 6.83
C -5.37 -0.44 7.15
C -4.54 0.27 6.09
O -5.22 1.51 5.81
C -6.52 1.48 6.40
H -7.47 -0.03 7.66
H -7.19 -0.53 5.99
H -5.07 -0.10 8.15
H -5.25 -1.52 7.12
H -4.49 -0.31 5.16
H -3.52 0.49 6.42
H -6.51 2.15 7.27
H -7.25 1.85 5.68
C -5.28 -1.11 0.18
C -5.17 -2.47 0.86
C -6.11 -3.32 0.01
O -6.07 -2.77 -1.31
C -5.40 -1.50 -1.28
H -4.43 -0.45 0.37
H -6.19 -0.60 0.51
H -4.14 -2.85 0.77
H -5.44 -2.47 1.91
H -7.14 -3.26 0.38
H -5.82 -4.37 -0.03
H -4.41 -1.62 -1.74
H -5.97 -0.78 -1.87
C -1.43 -5.43 -1.14
C -2.93 -5.58 -1.37
C -3.21 -4.46 -2.36
O -2.01 -4.30 -3.14
C -0.94 -5.03 -2.53
H -0.94 -6.33 -0.77
H -1.24 -4.62 -0.43
H -3.14 -6.55 -1.83
H -3.52 -5.50 -0.47
H -3.41 -3.52 -1.85
H -4.04 -4.68 -3.03
H -0.73 -5.91 -3.14
H -0.05 -4.40 -2.50
C 7.69 -4.53 -2.11
C 8.52 -3.58 -2.97
C 7.63 -2.35 -3.02
O 6.91 -2.32 -1.79
C 7.07 -3.56 -1.11
H 8.27 -5.32 -1.64
H 6.90 -4.99 -2.72
H 9.46 -3.35 -2.47
H 8.75 -3.97 -3.96
H 6.91 -2.41 -3.85
H 8.20 -1.42 -3.13
H 7.73 -3.41 -0.25
H 6.10 -3.90 -0.74
C -5.36 4.92 7.36
C -4.01 5.60 7.16
C -3.52 5.74 8.60
O -4.07 4.63 9.32
C -5.07 3.99 8.52
H -5.72 4.39 6.48
H -6.11 5.66 7.65
H -3.34 4.95 6.60
H -4.07 6.56 6.65
H -3.89 6.66 9.06
H -2.44 5.71 8.69
H -4.67 3.03 8.17
H -5.95 3.79 9.14
C 12.30 -2.89 -6.97
C 12.01 -1.52 -6.36
C 10.55 -1.68 -5.94
O 10.37 -3.06 -5.61
C 11.50 -3.81 -6.06
H 13.36 -3.14 -7.00
H 11.91 -2.93 -7.99
H 12.64 -1.36 -5.48
H 12.16 -0.69 -7.04
H 9.87 -1.42 -6.76
H 10.30 -1.07 -5.07
H 12.09 -4.11 -5.19
H 11.15 -4.71 -6.57
*
```


Record 7
The following is a quantum chemistry calculation of a 2-piece molecular cluster, C3HF5 overall, from OMol25.

Values from the calculation:
DFT total energy (eV): -16710.804
Relative energy (zero: lowest compared OMol25 entry of this formula, charge and spin) (kcal/mol): 0.00
HOMO energy (eV): -10.2

```
! RIJCOSX wB97M-V def2-TZVPD def2/J DEFGRID3
* xyz 0 1
C 1.55 -0.12 0.27
C 0.40 -0.69 -0.14
C -1.45 0.52 -0.14
F 2.72 -0.81 0.14
F 0.28 -1.95 -0.63
F -1.16 1.70 -0.57
F -2.47 -0.01 -0.84
F -1.66 0.49 1.12
H 1.79 0.87 0.79
*
```


Record 8
The following is a quantum chemistry calculation of C11H27ClIN2P2SV as an isolated structure, from OMol25.

Values from the calculation:
DFT total energy (eV): -90536.192
⟨S²⟩: 2.02
HOMO energy (spin up / spin down) (eV): -14.6 / -14.6

```
! RIJCOSX wB97M-V def2-TZVPD def2/J DEFGRID3
* xyz 2 3
C -1.46 -0.01 -4.95
I -1.07 -0.17 -2.59
H -0.50 0.09 -5.48
H -2.11 0.86 -5.06
H -1.97 -0.97 -5.16
V -0.08 0.00 -0.25
P 0.04 2.38 -0.29
C -1.52 3.29 -0.21
C 1.09 3.06 1.03
H 1.18 4.14 0.89
H 0.93 4.00 -1.79
H 2.08 2.58 0.98
H 1.85 2.46 -1.87
H -2.07 3.05 0.71
H 0.66 2.85 2.02
C 0.85 2.91 -1.81
H -1.29 4.37 -0.21
H 0.27 2.59 -2.69
H -2.15 3.05 -1.07
P 0.07 -2.41 0.00
C -1.44 -3.37 0.25
C 0.89 -3.15 -1.44
H 2.11 -2.38 1.28
H 1.26 -3.96 1.41
H 0.68 -2.54 2.34
C 1.13 -2.87 1.40
H 1.87 -2.69 -1.57
H 1.01 -4.22 -1.26
H -1.18 -4.44 0.34
H -2.13 -3.24 -0.59
H 0.30 -2.99 -2.35
H -1.94 -3.05 1.18
Cl 2.19 0.00 -0.24
C -0.93 -1.61 4.22
N -0.77 -0.16 4.10
C -0.40 0.65 5.16
C -0.41 1.94 4.72
N -0.82 1.88 3.40
C -1.00 0.59 3.01
S -1.63 0.08 1.48
H -1.41 -2.02 3.32
H 0.05 -2.08 4.38
H -1.55 -1.81 5.09
H -0.19 0.20 6.11
H -0.21 2.88 5.22
H -1.00 2.67 2.78
*
```


Q: Look up the DFT total energy of the third one.
A: -45344.846 eV


Q: Among the records above, which one has the lowest DFT total energy?
A: C11H27ClIN2P2SV


Q: Among the records above, which one has the highest DFT total energy?
A: C4H7NO2